#w
Entry from OMol25: C2HClO as an isolated structure (ωB97M-V/def2-TZVPD).

Results
2S+1 = 1
Gap between HOMO and LUMO = 8.04 eV
Total charge = 0

Atoms and positions in Å:
C -0.4875 -0.0522 0.0893
C 0.3826 0.0173 -0.7985
O 0.9736 0.0835 -1.7290
Cl 0.6433 0.1823 2.0264
H -1.5120 -0.2309 0.4117

---

#x
Entry from OMol25: an isolated molecule of C2HClO (ωB97M-V/def2-TZVPD).

Results
2S+1 = 1
Gap between HOMO and LUMO = 9.35 eV
Total charge = 0
Structure (SMILES) = O=C=CCl

Atoms and positions in Å:
O 0.7997 -1.8225 0.0660
C 0.2730 -0.7875 -0.0618
C -0.3587 0.3601 0.1158
Cl 0.7513 1.7041 0.0261
H -1.4653 0.5458 -0.1462

---

It is #w that is the least stable of them.